Entry 1:
Molecular formula: C2H5FO2
Method: DFT, the ωB97M-V functional and the def2-TZVPD basis

2S+1   1
HOMO energy (spin up / spin down)   -9.31 / -9.31 eV

Geometry (Å):
C -1.30694 0.50515 0.20348
C 1.99103 -0.38425 0.38097
O -0.62130 -0.76944 0.62548
O 0.33898 -1.01288 -0.36783
F 2.09575 0.75764 -0.30572
H -2.30527 0.07980 0.52458
H -1.10745 0.56792 -0.88198
H -1.01575 1.36199 0.78854
H 1.60639 -0.02650 1.35638
H 2.80754 -1.01826 0.03210

Entry 2:
Molecular formula: C24H25O4PtSe2Te
Method: DFT, the ωB97M-V functional and the def2-TZVPD basis

Net charge   +1
2S+1   5
HOMO energy (spin up / spin down)   -10.56 / -11.60 eV
Expectation value of S²   6.021

Geometry (Å):
Pt 0.23898 -0.26549 0.38421
O 5.60011 -0.84303 2.80504
C 4.36939 -1.07923 3.46699
C 3.22023 -0.70175 2.51733
C 3.35652 0.79001 2.25859
O 2.41970 1.15993 1.26353
C 3.43084 -1.52997 1.23762
Se 2.12891 -1.63464 -0.21252
C 1.93529 -1.07333 3.27106
Se 0.22542 -0.24180 2.81640
H 6.32715 -1.12852 3.36647
H 4.28383 -0.47405 4.37500
H 4.26882 -2.13413 3.74832
H 4.37410 0.99299 1.92867
H 3.17251 1.33013 3.19358
H 2.55215 2.07547 0.99159
H 3.54460 -2.58510 1.50802
H 4.36083 -1.22762 0.76116
H 2.05700 -0.84993 4.33031
H 1.73981 -2.14214 3.16675
Te -1.77319 -0.19765 -1.40731
C -3.62531 -0.72885 -0.55923
C -4.72228 -0.57080 -1.40240
C -5.97537 -0.98609 -0.96797
C -6.12293 -1.53882 0.29801
C -5.02574 -1.66963 1.13816
C -3.76756 -1.26487 0.71213
C -1.50907 -2.08299 -2.30282
C -1.41974 -3.23545 -1.53116
C -1.37746 -4.46979 -2.16017
C -1.42597 -4.54954 -3.54792
C -1.49479 -3.39566 -4.31354
C -1.53072 -2.15157 -3.69281
H -4.60966 -0.13545 -2.38805
H -6.83329 -0.87549 -1.61854
H -7.09938 -1.86689 0.63269
H -5.14722 -2.08977 2.12811
H -2.91066 -1.36507 1.36783
H -1.38737 -3.17273 -0.44935
H -1.31051 -5.37340 -1.56667
H -1.40682 -5.51783 -4.03292
H -1.52489 -3.45808 -5.39386
H -1.57991 -1.24928 -4.29060
O -0.54919 1.92393 0.41875
C 0.26535 2.26107 -0.49987
O 0.85899 1.39292 -1.20904
C 0.55379 3.70474 -0.72211
C 1.00524 4.14283 -1.96368
C 1.25385 5.49158 -2.16807
C 1.07181 6.39657 -1.12896
C 0.63671 5.95691 0.11549
C 0.36452 4.61062 0.31708
H 1.15260 3.42235 -2.75812
H 1.58424 5.83879 -3.13928
H 1.26908 7.44894 -1.29092
H 0.49931 6.66383 0.92432
H 0.00733 4.25283 1.27467

Entry 3:
Molecular formula: C5H9N3O4
Method: DFT, the ωB97M-V functional and the def2-TZVPD basis

2S+1   3
HOMO energy (spin up / spin down)   -6.39 / -10.46 eV
Expectation value of S²   2.012

Geometry (Å):
C -0.68089 -1.89359 0.09935
C 0.63345 1.02529 -0.25671
C -0.82558 -2.73973 1.15350
C 1.31904 0.43048 -1.45879
C -1.04904 0.99253 1.36800
N -0.27203 0.37329 0.34838
N -2.15703 -3.40984 1.38973
N 0.16228 -3.09052 2.17819
O -2.10459 -4.61384 1.34774
O 1.34143 -3.12735 1.89645
O -3.11063 -2.65886 1.58169
O -0.29276 -3.32057 3.25847
H 0.31921 -1.72724 -0.20873
H -1.52955 -1.70508 -0.55826
H 0.98046 1.93517 0.13881
H 1.42211 -0.68857 -1.42642
H 2.36891 0.85235 -1.48973
H 0.77666 0.76324 -2.45094
H -0.66296 1.02462 2.40602
H -1.34964 2.08427 1.17042
H -2.01277 0.38518 1.37242

Looking at energy relative to the best compared isomer or geometry (same formula, charge and spin) for the records above, in order, we have 588.72 13.08 227.99 kJ/mol.